{"formula": "C4H16Br2CuN8O4", "method": "wB97M-V/def2-TZVPD", "elements": ["Cu", "Br", "Br", "C", "O", "N", "N", "H", "H", "H", "H", "C", "O", "N", "N", "H", "H", "H", "H", "C", "O", "N", "N", "H", "H", "H", "H", "C", "O", "N", "N", "H", "H", "H", "H"], "positions_angstrom": [[16.5940, -5.2147, 16.8810], [14.2052, -6.4348, 16.0983], [18.7697, -3.8061, 17.8887], [14.8886, -2.6760, 15.6136], [15.6436, -3.4184, 16.2420], [15.3225, -1.4758, 15.1854], [13.6210, -2.9367, 15.5075], [14.6435, -0.8285, 14.8112], [16.1949, -1.1314, 15.5600], [13.0890, -2.2704, 14.9661], [13.3427, -3.8946, 15.6659], [17.5010, -8.0727, 18.2666], [17.3854, -7.0496, 17.6051], [17.1062, -9.1960, 17.8726], [17.6067, -8.0703, 19.5292], [16.9521, -9.7897, 18.6750], [16.7248, -9.4331, 16.9679], [17.6240, -8.9137, 20.0846], [17.4925, -7.1474, 19.9233], [15.8041, -5.3420, 20.0791], [15.8042, -5.2060, 18.8343], [14.7136, -5.4747, 20.8088], [16.9025, -5.1858, 20.8095], [13.8853, -5.3756, 20.2394], [14.8946, -5.8694, 21.7207], [17.7276, -4.9165, 20.2930], [16.9381, -5.3468, 21.8060], [18.3684, -4.9174, 14.1312], [17.5518, -5.2052, 14.9932], [18.1128, -4.7352, 12.9082], [19.6302, -4.8468, 14.3154], [18.7487, -4.4842, 12.1648], [17.1088, -4.6991, 12.8037], [20.2232, -4.6241, 13.5287], [19.8685, -5.1155, 15.2594]], "forces_ev_per_angstrom": [[-0.04, 0.25, 0.07], [0.78, 0.36, 0.18], [-0.64, -0.56, -0.23], [2.47, -0.38, 2.25], [0.71, -0.04, -0.18], [0.13, 1.05, -0.86], [-2.54, 0.15, -1.06], [0.44, 0.08, 0.16], [-0.22, -0.15, -0.12], [-0.46, -0.69, 0.11], [-0.21, -0.20, -0.07], [-2.29, 4.42, -2.94], [1.46, 0.98, -1.09], [-1.20, -7.19, -2.52], [1.89, 1.75, 6.49], [-0.42, -0.83, -1.24], [0.22, 0.38, 0.21], [0.08, 0.64, 0.08], [0.43, -0.32, 0.63], [0.68, 1.60, -2.92], [-0.65, -0.18, 1.98], [-1.11, -0.41, 0.03], [2.22, -0.50, 0.39], [-0.46, -0.69, 0.83], [-1.32, 0.18, -0.13], [0.32, 0.12, 0.02], [0.03, 0.32, -0.33], [-0.07, -0.92, 2.82], [-1.19, -0.27, 0.46], [-4.49, 0.93, -5.74], [4.28, -0.12, 2.50], [-0.39, -0.07, 0.42], [0.07, 0.12, -1.09], [0.40, -0.23, 0.98], [1.10, 0.40, -0.11]], "nbo_charge": [1.489, -0.800, -0.799, 0.786, -0.744, -0.834, -0.810, 0.377, 0.421, 0.375, 0.450, 0.766, -0.743, -0.776, -0.818, 0.367, 0.425, 0.381, 0.418, 0.781, -0.727, -0.830, -0.854, 0.435, 0.394, 0.448, 0.389, 0.775, -0.750, -0.809, -0.805, 0.395, 0.410, 0.385, 0.435], "homo_ha": [-0.28474, -0.27877], "gap_ev": [8.175, 6.932], "spin_multiplicity": 2, "lumo_energy_ev": [0.43, -0.65], "energy_ha": -7689.65213, "relative_energy_kj_mol": 288.3}